The following is a DFT calculation (ωB97M-V with the def2-TZVPD basis set) of a 6-piece molecular cluster, C40H49Br2F18NO9S5 overall.

Last column: Mulliken charge in e.
Positions of all 124 atoms, in Å:
C1 0.568596 -7.235319 0.450967  -1.005
C2 0.892724 -7.376483 -1.081593  -0.438
C3 2.419086 -7.362180 -1.384605  -0.634
C4 2.814098 -6.342991 -2.531637  -1.305
C5 3.429548 -5.118020 -1.841991  0.151
C6 4.729961 -5.146945 -1.269763  1.734
C7 5.541151 -6.448423 -1.364454  -1.012
C8 5.961258 -6.687819 -2.817443  0.615
O1 6.263080 -5.813520 -3.541753  -0.446
F1 5.924224 -7.970272 -3.222905  -0.269
C9 5.281380 -4.027590 -0.591705  -1.310
C10 4.493456 -2.869252 -0.507523  0.390
C11 3.195241 -2.816773 -1.088519  -0.376
C12 2.641756 -3.928203 -1.763300  -0.054
N1 1.310668 -3.850820 -2.342152  -0.395
C13 1.412658 -3.552763 -3.541955  0.706
O2 1.265908 -3.297279 -4.655478  -0.470
C14 2.375291 -1.529490 -0.956560  0.115
O3 1.695523 -1.114665 -1.851050  -0.506
C15 2.546007 -0.818352 0.389519  -0.098
C16 1.360748 -0.139288 1.098043  0.061
C17 0.594064 0.835271 0.158392  -2.217
C18 -0.796654 0.452226 -0.356428  1.196
F2 -0.762681 0.497401 -1.708108  -0.320
F3 -1.671154 1.432645 -0.008539  -0.214
C19 -1.381062 -0.936795 -0.006621  0.535
F4 -2.438924 -1.128346 -0.835521  -0.359
F5 -0.549560 -1.943945 -0.298813  -0.283
C20 -1.872033 -1.137270 1.457694  0.491
F6 -1.498585 -0.099182 2.229124  -0.236
F7 -1.278363 -2.201334 2.014208  -0.296
C21 -3.410491 -1.295797 1.634771  0.576
F8 -3.628115 -1.226769 2.964298  -0.366
F9 -4.065921 -0.241551 1.135760  -0.301
C22 -4.011732 -2.662751 1.168675  0.734
F10 -3.165691 -3.411912 0.467143  -0.287
F11 -4.322928 -3.380088 2.262147  -0.299
C23 -5.340498 -2.561710 0.352179  0.589
F12 -5.570807 -3.809093 -0.095885  -0.321
F13 -5.205604 -1.826311 -0.755965  -0.295
C24 -6.605784 -2.165753 1.181392  0.596
F14 -7.100432 -3.310566 1.680591  -0.307
F15 -6.354306 -1.383591 2.224311  -0.225
C25 -7.762400 -1.591047 0.289894  0.617
F16 -7.909571 -2.308585 -0.807965  -0.257
F17 -8.888927 -1.775119 0.978382  -0.268
F18 -7.619209 -0.314937 0.032257  -0.212
C26 3.775062 -0.864183 0.923998  1.067
C27 4.099961 -0.236202 2.252161  -0.983
Br1 3.560787 -1.289861 3.798176  -0.109
C28 4.719072 0.947337 2.361937  0.575
C29 5.133506 1.743014 1.114448  -0.913
Br2 5.102059 1.633483 4.127458  -0.160
C30 4.926826 -1.598693 0.224461  0.112
O4 6.056643 -1.207879 0.224951  -0.575
H1 -0.164602 -7.998662 0.760840  0.327
H2 1.465197 -7.406715 1.064363  0.330
H3 0.106810 -6.262609 0.671714  0.116
H4 0.514682 -8.371439 -1.363934  0.427
H5 0.329349 -6.592605 -1.603875  0.247
H6 2.930366 -7.039440 -0.461597  0.276
H7 2.794367 -8.377260 -1.588935  0.380
H8 3.518064 -6.828154 -3.220331  0.320
H9 1.888028 -6.089305 -3.055133  0.554
H10 4.912335 -7.267306 -0.983428  0.204
H11 6.394621 -6.349541 -0.679091  0.565
H12 6.270440 -4.073119 -0.137066  0.499
H13 1.735722 0.450266 1.948626  0.528
H14 0.779068 -0.963278 1.531784  0.210
H15 1.224669 1.040419 -0.718117  0.617
H16 0.511606 1.804113 0.674414  0.871
H17 5.940405 1.227025 0.574894  0.203
H18 4.262218 1.915874 0.471211  0.179
H19 5.559555 2.686391 1.484722  0.410
C31 -5.492134 4.045969 2.573804  -0.740
S1 -4.709259 3.722284 4.162679  0.443
O5 -3.860900 4.902757 4.489626  -0.614
C32 -3.616553 2.421967 3.570172  -0.552
H20 -6.197450 4.864996 2.703717  0.367
H21 -4.736874 4.328418 1.839335  0.124
H22 -6.027724 3.155108 2.243570  0.294
H23 -2.981267 2.804419 2.770073  0.164
H24 -4.211945 1.586466 3.208185  0.146
H25 -2.994569 2.091498 4.399769  0.328
C33 -3.668041 3.358886 -2.370148  -0.846
S2 -2.157111 4.205842 -2.849898  0.491
O6 -1.087988 3.782481 -1.900697  -0.475
C34 -2.687446 5.853396 -2.345102  -0.992
H26 -3.533385 2.296145 -2.564057  0.218
H27 -3.859709 3.515850 -1.307556  0.190
H28 -4.500181 3.733861 -2.966240  0.474
H29 -2.939317 5.853805 -1.283496  0.246
H30 -3.551709 6.153300 -2.938278  0.390
H31 -1.865466 6.543824 -2.525774  0.299
C35 0.091708 3.782068 6.670371  -1.151
S3 -0.066160 3.540605 4.893911  0.763
O7 0.986758 2.570484 4.484372  -0.604
C36 0.509626 5.179506 4.425474  -0.813
H32 -0.184613 2.852336 7.164653  0.329
H33 1.122841 4.034572 6.919786  0.356
H34 -0.582255 4.577188 6.990282  0.379
H35 1.514060 5.344140 4.816389  0.386
H36 -0.178645 5.929301 4.817384  0.416
H37 0.527968 5.233177 3.338857  -0.025
C37 -0.288810 0.210161 -6.480635  -1.164
S4 -0.585411 1.535731 -5.299411  0.842
O8 -1.980326 2.016532 -5.511237  -0.681
C38 0.516831 2.729371 -6.074728  -1.044
H38 -0.917259 -0.634924 -6.205753  0.314
H39 -0.546747 0.544086 -7.486382  0.388
H40 0.758769 -0.088710 -6.437028  0.372
H41 0.207238 2.904231 -7.105789  0.368
H42 1.538698 2.350341 -6.045746  0.343
H43 0.457248 3.659059 -5.511778  0.261
C39 0.901976 6.133427 0.239640  -0.701
S5 2.701844 6.186614 0.214859  0.508
O9 3.187245 5.402830 1.383323  -0.552
C40 2.847502 7.929817 0.644303  -0.990
H44 0.589128 5.110821 0.032313  0.105
H45 0.535588 6.435660 1.221531  0.258
H46 0.507059 6.794781 -0.531896  0.398
H47 2.358719 8.117139 1.600919  0.283
H48 2.390964 8.535728 -0.138907  0.369
H49 3.905634 8.172304 0.721130  0.330

Force components x, y, z for each atom (eV/Å):
C -0.226 -0.339 -0.411
C 0.042 -0.671 1.100
C -0.172 0.593 -0.023
C 0.335 -0.558 1.404
C -0.470 0.697 -0.462
C -0.109 0.283 0.127
C -0.803 0.145 0.257
C -0.156 0.526 1.217
O 0.304 0.033 -0.779
F 0.033 -0.018 0.187
C -1.301 -0.096 -0.726
C -0.700 0.111 -0.060
C -0.099 -0.179 0.123
C 1.570 -0.097 0.946
N 1.817 0.080 -0.986
C -1.856 -0.199 1.056
O 0.475 0.144 -0.431
C 1.070 -0.514 1.011
O -0.376 0.257 -0.315
C -0.201 -0.121 0.045
C 0.739 -0.116 -0.526
C 0.512 0.009 0.496
C 1.273 0.956 -0.515
F -0.144 -0.385 -0.324
F -0.609 -0.458 0.458
C -0.682 -0.363 -0.332
F -0.483 0.223 0.153
F 0.663 0.203 0.012
C 0.079 0.322 0.382
F -0.131 0.562 -0.185
F -0.121 -0.584 -0.133
C 0.205 -0.069 0.919
F 0.240 -0.095 0.260
F -0.029 0.123 -0.774
C -0.869 -0.020 0.054
F 0.577 0.293 -0.444
F -0.087 -0.073 0.267
C 0.089 -0.575 -0.275
F -0.020 -0.369 0.102
F 0.161 0.827 0.129
C -0.441 -0.804 -0.597
F -0.041 -0.290 0.152
F 0.285 0.786 -0.025
C -0.326 -0.897 1.099
F 0.475 0.050 -0.740
F -0.359 0.484 0.409
F 0.262 0.591 -0.365
C 0.479 0.016 0.571
C 0.081 0.160 0.160
Br 0.200 0.351 -0.933
C -0.187 -0.669 -0.049
C 0.408 0.199 1.267
Br -0.027 -0.029 -1.090
C -1.357 -0.758 -0.433
O 0.591 0.072 0.322
H 0.221 0.289 -0.125
H -0.281 0.269 -0.120
H 0.421 -0.189 0.072
H -0.082 0.515 -0.312
H 0.332 -0.308 -0.154
H -0.163 -0.134 -0.324
H -0.252 0.312 -0.126
H -0.235 0.316 0.027
H 0.474 0.042 -0.107
H 0.442 0.076 -0.287
H 0.044 -0.224 -0.542
H -0.233 0.080 -0.171
H -0.037 -0.345 -0.277
H -0.092 0.359 -0.140
H -0.434 -0.162 0.166
H -0.297 -0.410 -0.108
H -0.438 -0.024 0.133
H 0.299 0.066 0.143
H -0.395 -0.089 -0.436
C -0.013 0.048 -0.130
S 0.078 -0.015 0.060
O -0.036 -0.097 -0.126
C 0.096 -0.002 -0.082
H 0.027 -0.014 0.077
H 0.056 -0.013 0.063
H 0.013 -0.010 0.047
H -0.006 0.060 0.029
H -0.090 -0.047 0.009
H -0.032 0.066 0.029
C -0.080 -0.071 0.112
S 0.086 -0.002 -0.157
O -0.051 0.147 0.080
C -0.090 0.015 0.158
H 0.097 0.041 -0.071
H 0.082 0.039 0.003
H 0.054 0.007 -0.050
H 0.023 -0.047 0.000
H 0.025 -0.019 -0.028
H 0.027 -0.064 -0.043
C 0.054 0.058 0.119
S -0.012 -0.016 -0.067
O -0.032 0.025 0.020
C 0.017 0.137 0.069
H -0.010 -0.020 -0.083
H 0.014 -0.023 -0.083
H -0.032 -0.017 -0.054
H 0.015 -0.096 -0.033
H -0.060 -0.058 -0.010
H 0.028 -0.104 0.012
C -0.014 -0.021 -0.147
S 0.025 -0.044 0.178
O 0.086 -0.038 -0.081
C 0.012 0.061 -0.128
H -0.003 0.051 0.075
H -0.025 0.058 0.037
H -0.010 0.012 0.060
H -0.055 -0.035 0.021
H -0.021 -0.022 0.046
H -0.048 -0.056 0.062
C -0.069 -0.062 0.081
S -0.018 -0.027 -0.044
O -0.117 0.094 -0.023
C -0.035 0.084 0.064
H 0.036 0.008 -0.089
H 0.081 0.045 0.013
H 0.037 -0.025 -0.026
H -0.002 -0.070 0.004
H 0.012 -0.034 -0.020
H 0.005 -0.073 -0.020

E_HOMO = -8.696 eV
gap between HOMO and LUMO = 0.2880 Eh
E_LUMO = -0.9 eV



The following is a DFT calculation (ωB97M-V with the def2-TZVPD basis set) of C40H49ClCsGeINO7P2 as an isolated structure.

Last column: Mulliken charge in e.
Positions of all 103 atoms, in Å:
Cs1 0.283785 1.168761 -0.320224  1.602
C1 -2.742510 3.256769 4.086342  -1.260
C2 -1.315589 2.902518 3.737964  0.734
C3 -0.281130 3.677451 4.514456  -1.493
O1 -1.173693 1.475247 4.033620  0.149
P1 -0.034585 0.595233 3.363694  -0.064
O2 0.646259 1.218161 2.219271  -0.913
C4 -0.934204 -0.898045 2.872851  -0.377
P2 -2.332588 -0.619659 1.755330  0.520
O3 -1.949864 0.327574 0.695399  -0.932
O4 -3.572450 -0.115705 2.606957  -0.326
C5 -4.210454 -0.927896 3.625660  0.741
C6 -3.940749 -0.296500 4.974863  -1.092
C7 -5.691208 -0.989784 3.300495  -1.708
O5 -2.665199 -2.109420 1.331122  -0.256
C8 -3.699450 -2.427326 0.346123  0.829
C9 -3.043237 -2.482914 -1.012393  -1.187
C10 -4.320951 -3.735157 0.787302  -1.677
O6 0.959137 0.185403 4.517401  -0.308
C11 0.504877 -0.342527 5.795659  1.334
C12 1.020367 0.587236 6.874007  -1.392
C13 1.026094 -1.757875 5.923147  -1.429
H1 -2.930198 4.307689 3.867875  0.446
H2 -2.931722 3.097396 5.147625  0.307
H3 -3.437904 2.655126 3.505660  0.176
H4 -1.143601 2.998570 2.663068  0.199
H5 -0.439904 3.575279 5.588121  0.275
H6 -0.356149 4.737229 4.265424  0.462
H7 0.728940 3.353946 4.265588  0.369
H8 -1.280230 -1.433760 3.762354  0.294
H9 -0.221090 -1.533159 2.342044  0.673
H10 -3.774439 -1.930909 3.576593  0.403
H11 -4.424682 0.675705 5.047489  0.296
H12 -2.875166 -0.149162 5.142582  0.098
H13 -4.334393 -0.933087 5.767815  0.433
H14 -6.121226 0.010109 3.312485  0.382
H15 -6.213812 -1.593166 4.042840  0.389
H16 -5.869298 -1.432030 2.322463  0.355
H17 -4.434907 -1.616555 0.387558  0.408
H18 -2.271329 -3.251368 -1.039068  0.347
H19 -2.591562 -1.519740 -1.236404  -0.069
H20 -3.777690 -2.707590 -1.786368  0.430
H21 -3.567399 -4.519928 0.824056  0.359
H22 -5.090586 -4.039780 0.079494  0.417
H23 -4.777752 -3.645785 1.771305  0.370
H24 -0.591060 -0.331406 5.794833  -0.163
H25 2.106657 0.643575 6.833996  0.348
H26 0.735141 0.219075 7.859217  0.391
H27 0.614543 1.588378 6.748966  0.246
H28 2.114057 -1.767355 5.893807  0.346
H29 0.657533 -2.399204 5.124446  0.314
H30 0.707624 -2.184582 6.874705  0.380
Cl1 7.786623 2.466651 -0.820475  -0.310
C14 6.065967 2.324598 -1.069693  0.524
C15 5.352125 3.405881 -1.490528  -0.447
C16 3.973735 3.312699 -1.716475  -0.211
I1 2.944751 5.032452 -2.227032  -0.009
C17 3.268199 2.120188 -1.571728  0.563
O7 2.034008 1.980087 -1.800251  -0.492
C18 4.028637 0.979462 -1.028353  -0.174
N1 3.319352 -0.133769 -0.732933  -0.056
C19 3.973226 -1.148975 -0.223093  -0.504
C20 5.357964 -1.159773 0.015412  -0.872
C21 6.081675 -0.037704 -0.278323  -0.869
C22 5.418544 1.093433 -0.800273  0.302
H31 5.858349 4.347370 -1.654992  0.409
H32 3.386255 -2.035692 0.003743  0.490
H33 5.826273 -2.043481 0.424626  0.425
H34 7.147952 -0.000847 -0.106372  0.416
C23 4.052933 1.943607 -6.505137  -0.525
C24 3.262571 2.777972 -5.729434  -0.845
C25 2.294777 2.245317 -4.898009  -0.068
C26 2.084627 0.873429 -4.823439  0.010
C27 2.885119 0.047348 -5.608108  -0.225
C28 3.861658 0.573558 -6.440034  -0.726
Ge1 0.732296 0.076941 -3.669757  -0.207
C29 0.977900 -1.867817 -3.689761  0.231
C30 0.040760 -2.715816 -4.279144  -0.314
C31 0.233956 -4.087623 -4.320266  -0.767
C32 1.377765 -4.643110 -3.769089  -0.457
C33 2.322299 -3.813357 -3.183519  -0.682
C34 2.120312 -2.444625 -3.143120  -0.048
C35 -1.064465 0.591882 -4.217570  0.175
C36 -2.194232 -0.036929 -3.701259  0.216
C37 -3.470186 0.357319 -4.057853  -0.527
C38 -3.645939 1.409235 -4.943876  -0.493
C39 -2.534895 2.051641 -5.468147  -0.807
C40 -1.261367 1.647608 -5.108159  -0.195
H35 4.818426 2.358455 -7.147560  0.389
H36 3.411280 3.850224 -5.750180  0.379
H37 1.722901 2.915866 -4.269060  0.591
H38 2.761068 -1.029876 -5.578771  0.334
H39 4.475248 -0.093408 -7.032230  0.399
H40 -0.850913 -2.302908 -4.737638  0.421
H41 -0.506116 -4.719261 -4.795631  0.395
H42 1.536001 -5.713214 -3.802953  0.390
H43 3.226187 -4.231468 -2.758440  0.434
H44 2.873050 -1.813711 -2.681995  0.435
H45 -2.070826 -0.869910 -3.020580  0.165
H46 -4.330190 -0.156242 -3.645851  0.397
H47 -4.641808 1.724456 -5.226257  0.381
H48 -2.659088 2.870580 -6.164923  0.411
H49 -0.405794 2.156202 -5.535126  0.376

Force components x, y, z for each atom (eV/Å):
Cs -0.397 -0.035 -0.780
C 0.013 0.094 -0.048
C -0.005 -0.222 -0.125
C 0.063 0.253 -0.026
O 0.113 -0.230 0.121
P -0.352 0.237 -0.379
O 0.323 0.034 1.664
C -0.195 -0.193 0.376
P 0.431 0.133 0.194
O -1.770 -0.627 0.569
O 0.104 0.089 -0.233
C -0.068 0.002 -0.006
C 0.004 -0.097 0.101
C 0.061 -0.090 0.072
O 0.132 0.040 0.183
C 0.054 0.051 0.137
C -0.070 0.048 -0.059
C -0.034 0.073 -0.074
O -0.057 -0.098 -0.093
C 0.022 0.076 -0.060
C -0.052 -0.075 0.034
C -0.063 -0.020 0.131
H 0.032 0.031 -0.036
H 0.028 -0.051 0.065
H -0.030 -0.057 -0.033
H -0.024 0.132 0.066
H -0.027 -0.062 0.042
H -0.012 0.003 -0.002
H 0.009 -0.054 -0.011
H 0.051 -0.084 -0.041
H -0.003 -0.056 0.045
H -0.054 0.005 0.051
H -0.028 0.073 -0.049
H 0.021 -0.007 -0.024
H -0.021 -0.022 0.008
H 0.016 0.078 -0.020
H 0.015 -0.019 0.041
H 0.034 -0.009 -0.064
H -0.034 -0.089 -0.107
H 0.037 -0.034 0.039
H 0.024 0.000 0.032
H -0.047 -0.001 0.003
H 0.085 -0.010 -0.002
H -0.042 0.019 -0.040
H -0.014 0.021 0.060
H 0.054 -0.042 0.072
H 0.061 -0.004 -0.050
H -0.042 -0.028 0.019
H -0.020 0.048 -0.037
H 0.059 0.052 -0.026
H -0.036 0.008 -0.069
H -0.012 -0.006 0.018
Cl 0.068 0.043 0.004
C -0.051 -0.063 0.014
C 0.068 0.050 -0.022
C 0.470 -0.021 0.053
I -0.209 0.172 -0.122
C -0.053 -0.463 0.172
O 0.981 0.812 -1.286
C -0.062 0.683 -0.273
N 0.200 0.065 0.009
C -0.057 -0.308 0.047
C -0.060 0.115 -0.066
C -0.072 -0.080 0.021
C 0.205 -0.200 0.106
H 0.021 0.006 0.011
H -0.011 0.005 0.013
H 0.028 -0.029 0.014
H 0.020 0.014 0.000
C 0.035 0.013 -0.026
C 0.097 0.131 -0.051
C -0.167 0.220 0.220
C -0.066 -0.261 -0.106
C 0.057 -0.234 -0.055
C 0.071 -0.016 -0.050
Ge 0.428 0.006 -0.009
C -0.285 0.012 -0.194
C -0.190 0.086 -0.069
C -0.033 -0.090 -0.005
C 0.009 -0.063 0.005
C 0.070 -0.120 0.032
C 0.246 0.205 0.151
C 0.012 0.041 -0.237
C 0.122 -0.227 0.167
C -0.164 0.022 -0.018
C -0.082 0.021 -0.013
C -0.090 0.085 -0.055
C 0.193 0.064 -0.010
H 0.020 0.011 -0.016
H 0.011 0.017 -0.012
H -0.032 -0.017 0.035
H -0.049 0.022 0.043
H 0.014 0.002 -0.024
H -0.011 0.033 0.012
H -0.002 -0.024 -0.002
H 0.007 -0.019 -0.001
H 0.013 -0.025 0.004
H -0.055 0.005 -0.021
H 0.020 0.007 -0.013
H -0.020 -0.009 0.007
H -0.019 0.005 -0.004
H -0.017 0.014 -0.013
H 0.031 0.010 -0.014

E_HOMO (alpha / beta) = -5.862 / -6.249 eV
gap between HOMO and LUMO (alpha / beta) = 0.2129 / 0.2266 Eh
spin multiplicity = 2
energy relative to the best compared isomer or geometry (same formula, charge and spin) = 112.3 kJ/mol
E_LUMO (alpha / beta) = -0.1 / -0.1 eV